1.
{
  "formula": "C13H28N2O2P2Zn",
  "method": "the ωB97M-V functional and the def2-TZVPD basis",
  "s2": 0.78,
  "homo_ev": [-10.82, -10.82],
  "e_tot_ha": -3233.858361,
  "multiplicity": 2,
  "homo_lumo_gap_ev": [8.417, 5.584],
  "charge": 1,
  "elements": ["Zn", "P", "P", "N", "N", "H", "H", "H", "C", "H", "C", "H", "H", "C", "C", "H", "C", "H", "H", "H", "H", "H", "O", "C", "C", "C", "H", "H", "H", "H", "H", "H", "H", "C", "H", "C", "C", "C", "O", "C", "H", "H", "H", "H", "H", "H", "H", "H"],
  "xyz": [[-0.333, 0.439, 0.248], [-1.856, -1.096, 1.311], [-0.529, 2.746, 0.608], [0.242, -1.364, -0.715], [1.126, 1.042, -1.127], [1.499, -2.062, -2.318], [2.817, 0.247, -2.144], [2.338, -1.587, -0.802], [1.506, -1.345, -1.482], [1.264, 0.110, -3.023], [1.735, 0.057, -2.021], [-0.358, -3.227, -1.435], [2.076, 2.655, -2.078], [-0.556, -2.360, -0.778], [1.340, 2.326, -1.317], [-1.595, -3.439, 0.731], [-1.744, -2.529, 0.132], [-2.687, -2.625, -0.426], [-1.756, 3.349, 0.221], [-0.139, 3.339, 1.849], [-3.259, -0.909, 1.362], [-1.582, -1.790, 2.538], [-2.094, 0.610, -0.752], [-2.046, 0.278, -2.115], [-3.235, -0.549, -2.569], [-1.999, 1.572, -2.906], [-1.128, -0.374, -2.277], [-3.172, -1.587, -2.234], [-4.151, -0.090, -2.180], [-3.268, -0.545, -3.665], [-1.109, 2.171, -2.702], [-2.066, 1.389, -3.984], [-2.879, 2.137, -2.577], [0.668, 3.310, -0.576], [0.909, 4.358, -0.752], [2.058, -1.265, 3.692], [2.438, 0.210, 3.871], [1.724, 0.933, 2.738], [1.343, -0.061, 1.749], [1.821, -1.373, 2.189], [2.825, -1.955, 4.046], [1.122, -1.470, 4.227], [3.515, 0.325, 3.721], [2.176, 0.614, 4.847], [0.804, 1.421, 3.082], [2.341, 1.686, 2.234], [2.768, -1.585, 1.664], [1.084, -2.134, 1.899]],
  "forces_ev_per_angstrom": [[-0.8, -0.4, -0.1], [-0.4, -0.3, 0.7], [-0.6, 0.1, 1.2], [0.1, -1.7, -0.2], [0.5, 0.7, -0.8], [0.0, 0.1, 0.4], [-0.4, 0.0, 0.0], [-0.4, -0.1, 0.0], [-0.4, -0.2, 0.3], [0.1, 0.3, 0.5], [0.0, 0.5, -0.3], [0.1, 0.5, 0.1], [-0.4, -0.2, 0.3], [0.7, -0.3, 0.0], [0.7, -0.1, -0.5], [-0.1, 0.1, -0.4], [0.1, 0.5, 0.2], [0.4, -0.1, 0.1], [0.5, 0.0, 0.3], [-0.3, 0.4, -0.6], [0.4, 0.0, 0.2], [-0.5, 0.0, -0.3], [0.3, -0.6, 0.0], [0.9, -0.3, 0.4], [-0.2, 0.1, -0.1], [-0.2, -0.1, -0.4], [-0.7, 0.9, -0.5], [-0.1, 0.1, 0.0], [0.1, -0.2, -0.1], [-0.2, -0.2, 0.2], [0.0, -0.1, 0.1], [0.0, 0.2, 0.1], [0.1, 0.1, -0.2], [0.6, 0.3, -0.4], [-0.1, -0.3, 0.0], [-0.7, 0.3, -0.1], [0.6, -0.1, -0.3], [-0.5, 0.2, -0.2], [0.4, -0.5, 0.7], [0.3, 0.2, -0.3], [-0.1, 0.1, 0.0], [0.2, -0.1, -0.1], [0.0, 0.0, 0.2], [0.0, -0.1, -0.1], [0.1, -0.1, 0.0], [0.0, -0.1, 0.2], [-0.3, 0.1, 0.1], [0.1, 0.3, 0.1]]
}



2.
{
  "formula": "C13H29BBrF9GaN8O6",
  "method": "the ωB97M-V functional and the def2-TZVPD basis",
  "homo_ev": -4.36,
  "e_tot_ha": -6824.997950,
  "homo_lumo_gap_ev": 6.008,
  "charge": -1,
  "elements": ["C", "C", "Br", "C", "Ga", "C", "C", "C", "F", "F", "C", "F", "F", "C", "F", "F", "C", "F", "F", "F", "B", "O", "O", "H", "H", "H", "H", "H", "H", "H", "H", "H", "H", "H", "H", "H", "C", "O", "N", "N", "H", "H", "H", "H", "C", "O", "N", "N", "H", "H", "H", "H", "C", "O", "N", "N", "H", "H", "H", "H", "C", "O", "N", "N", "H", "H", "H", "H"],
  "xyz": [[3.683, -0.393, 0.553], [3.723, 0.568, -0.612], [5.425, 1.583, -0.471], [2.554, 1.543, -0.735], [1.385, 1.930, 0.910], [-0.382, 2.769, 0.267], [-1.600, 2.302, 1.085], [-2.600, 1.473, 0.329], [-2.795, 1.964, -0.927], [-3.838, 1.507, 0.928], [-2.264, -0.020, 0.115], [-3.097, -0.546, -0.818], [-1.011, -0.112, -0.363], [-2.326, -0.956, 1.352], [-1.953, -2.179, 0.907], [-1.471, -0.571, 2.304], [-3.707, -1.159, 2.052], [-3.934, -0.214, 2.958], [-4.720, -1.206, 1.195], [-3.671, -2.335, 2.711], [2.287, 3.105, 2.430], [2.304, 2.685, 3.752], [2.882, 4.356, 2.272], [2.724, -0.898, 0.573], [3.882, 0.108, 1.494], [4.456, -1.149, 0.420], [3.816, -0.025, -1.515], [2.913, 2.466, -1.181], [1.881, 1.102, -1.474], [0.985, 0.505, 1.595], [-0.265, 3.836, 0.369], [-0.487, 2.519, -0.782], [-1.280, 1.788, 1.989], [-2.180, 3.164, 1.413], [1.828, 1.852, 3.818], [3.046, 4.717, 3.154], [1.579, 6.012, -1.195], [0.564, 5.350, -1.273], [1.912, 6.971, -2.128], [2.477, 5.842, -0.177], [2.750, 7.516, -2.085], [1.275, 7.105, -2.889], [2.284, 5.120, 0.504], [3.330, 6.360, -0.102], [0.390, -2.922, -2.262], [1.315, -2.315, -1.753], [-0.814, -2.336, -2.555], [0.467, -4.247, -2.597], [-1.564, -2.837, -2.991], [-0.934, -1.368, -2.324], [1.336, -4.710, -2.417], [-0.278, -4.748, -3.044], [-1.588, -5.762, -5.862], [-1.037, -5.150, -4.965], [-1.270, -5.557, -7.175], [-2.562, -6.694, -5.626], [-1.707, -6.043, -7.934], [-0.560, -4.876, -7.370], [-2.815, -6.861, -4.671], [-3.027, -7.205, -6.351], [-0.460, -1.376, 5.965], [0.650, -0.909, 6.127], [-0.876, -1.935, 4.791], [-1.402, -1.376, 6.970], [-1.794, -2.313, 4.657], [-0.228, -1.941, 4.024], [-1.135, -0.964, 7.843], [-2.326, -1.744, 6.862]],
  "forces_ev_per_angstrom": [[0.5, -0.2, -0.2], [-0.5, 0.0, 0.2], [0.2, 0.0, -0.1], [0.0, -0.1, 0.2], [0.1, -0.1, -0.3], [0.5, -0.7, 0.5], [0.2, 0.5, -0.1], [0.1, 0.0, -0.3], [-0.1, 0.0, 0.0], [-0.1, -0.1, 0.1], [0.3, 0.3, 0.1], [-0.1, -0.1, 0.0], [-0.1, 0.0, 0.0], [-0.2, -0.3, -0.1], [0.0, 0.0, 0.0], [0.0, 0.0, -0.1], [0.1, 0.0, 0.1], [-0.1, 0.0, 0.0], [0.0, 0.0, 0.0], [0.0, 0.0, 0.0], [0.1, -0.1, 0.0], [-0.1, 0.1, 0.1], [-0.1, 0.0, 0.2], [-0.2, 0.0, 0.1], [-0.3, 0.1, 0.2], [0.1, -0.1, 0.0], [0.3, 0.1, -0.2], [0.0, 0.2, -0.1], [-0.2, 0.0, -0.1], [0.0, 0.1, 0.2], [-0.2, 0.3, -0.2], [-0.1, 0.2, -0.2], [-0.2, -0.3, 0.1], [-0.2, 0.1, 0.1], [0.1, -0.1, 0.1], [0.2, 0.1, 0.0], [0.6, -0.2, 0.5], [-0.3, 0.2, -0.3], [-0.1, 0.1, 0.0], [-0.5, 0.1, -0.4], [0.0, 0.0, 0.0], [0.0, 0.0, 0.0], [0.2, 0.1, 0.1], [0.1, -0.1, 0.0], [-0.1, 0.0, -0.1], [0.0, 0.0, 0.0], [0.1, 0.0, 0.0], [0.1, 0.0, 0.3], [0.0, 0.0, 0.0], [0.0, 0.0, 0.1], [0.0, 0.0, 0.0], [0.1, 0.1, -0.2], [0.0, 0.0, -0.1], [-0.1, -0.1, 0.0], [0.0, 0.0, 0.0], [0.0, 0.0, 0.0], [0.0, 0.0, 0.0], [0.0, 0.0, 0.0], [0.0, 0.0, 0.0], [0.0, 0.0, 0.0], [-0.1, 0.0, 0.0], [0.0, 0.0, 0.0], [0.2, -0.1, 0.2], [0.0, -0.1, 0.0], [0.0, 0.1, 0.0], [0.0, 0.1, 0.0], [0.0, 0.0, 0.0], [0.0, 0.0, 0.0]]
}



3.
{
  "formula": "C13H29BBrO5S",
  "method": "the ωB97M-V functional and the def2-TZVPD basis",
  "homo_ev": -4.42,
  "e_tot_ha": -3886.014662,
  "homo_lumo_gap_ev": 7.179,
  "charge": -1,
  "elements": ["C", "C", "C", "O", "B", "O", "S", "O", "C", "C", "Br", "C", "C", "H", "H", "H", "H", "H", "H", "H", "H", "H", "H", "H", "H", "H", "C", "C", "C", "O", "H", "H", "H", "H", "H", "H", "H", "H", "C", "C", "C", "O", "H", "H", "H", "H", "H", "H", "H", "H"],
  "xyz": [[-2.249, -1.235, 2.252], [-1.803, -1.531, 0.939], [-0.533, -0.758, 0.442], [-0.791, 0.568, 0.835], [-1.243, 1.427, -0.267], [-2.702, 1.579, -0.466], [-0.482, 3.177, -0.149], [-0.817, 0.639, -1.462], [-0.267, -0.628, -1.132], [1.304, -0.363, -1.187], [1.723, 0.835, -2.721], [2.153, -1.681, -1.384], [3.363, -1.609, -0.339], [-2.660, -0.228, 2.486], [-2.188, -1.969, 3.085], [-2.391, -2.257, 0.335], [0.354, -1.245, 0.908], [-3.182, 1.050, 0.176], [0.734, 3.102, -0.786], [-0.674, -1.393, -1.824], [1.566, 0.141, -0.228], [2.633, -1.732, -2.387], [1.579, -2.605, -1.152], [3.592, -0.554, -0.075], [4.266, -2.071, -0.798], [3.059, -2.213, 0.542], [6.133, 1.426, 3.946], [5.419, 0.830, 2.742], [4.869, 1.918, 1.831], [4.352, -0.006, 3.184], [5.445, 2.028, 4.547], [6.514, 0.634, 4.595], [6.969, 2.057, 3.637], [6.110, 0.197, 2.181], [4.139, 2.537, 2.361], [4.352, 1.479, 0.977], [5.668, 2.564, 1.460], [3.733, 0.540, 3.680], [-6.883, -0.818, -2.819], [-5.769, -0.039, -2.134], [-4.569, 0.134, -3.052], [-5.373, -0.723, -0.946], [-6.543, -1.822, -3.092], [-7.735, -0.943, -2.147], [-7.224, -0.309, -3.724], [-6.141, 0.941, -1.829], [-4.152, -0.839, -3.334], [-3.774, 0.686, -2.543], [-4.843, 0.672, -3.962], [-5.041, -1.589, -1.202]],
  "forces_ev_per_angstrom": [[0.1, -0.1, -1.2], [0.1, 0.2, 1.5], [-3.0, 0.7, -1.7], [1.2, -0.1, 0.9], [-0.5, -1.7, -1.6], [0.3, 0.5, 1.0], [0.6, 0.9, -0.2], [0.0, -1.0, -0.2], [0.9, 2.9, 0.8], [-0.7, -2.1, -0.9], [0.2, -0.3, 0.6], [1.4, 1.1, 1.2], [-0.5, -0.7, -0.8], [2.1, -0.2, 0.3], [-1.8, -0.2, -1.0], [1.6, -0.9, 0.7], [-0.6, 0.4, 0.2], [0.0, -0.1, 0.0], [-0.8, -0.4, 0.4], [0.5, 0.1, 0.5], [-0.1, 0.0, -1.0], [-0.9, 0.0, 0.6], [0.1, 0.7, -0.4], [-0.1, -0.8, 0.0], [-0.5, 0.3, 0.5], [0.5, 0.7, -0.2], [0.2, -0.1, 0.1], [-0.4, 0.5, 0.3], [0.0, -0.1, -0.2], [0.2, -0.4, -0.1], [0.0, 0.1, -0.1], [0.0, 0.0, -0.1], [0.0, 0.0, 0.0], [-0.1, -0.1, 0.1], [0.1, 0.0, 0.1], [0.1, 0.0, 0.0], [0.0, 0.0, 0.0], [-0.1, 0.0, -0.1], [-0.3, 0.1, 0.1], [0.3, -0.5, -0.4], [0.2, 0.3, 0.1], [-0.3, 0.3, 0.3], [0.1, 0.1, -0.1], [0.0, 0.1, 0.0], [0.0, 0.0, 0.0], [0.1, -0.1, 0.2], [-0.1, 0.0, 0.0], [-0.1, 0.0, 0.0], [0.0, -0.1, 0.0], [0.1, 0.0, 0.0]]
}